15
Properties=species:S:1:pos:R:3:lowdin_charge:R:1 method="wB97M-V/def2-TZVPD" charge=0 e_lumo_ev=0.58 e_above_lowest_ev=2.2749 gap_ev=9.4407 total_energy_ev=-31830.477
N 1.570 0.381 2.420 -0.114
C 0.795 -0.493 1.623 -0.317
C 0.089 0.138 0.239 -0.503
Cl -0.614 1.808 0.678 0.517
C 0.108 -0.480 -0.969 -0.227
C -0.502 -0.141 -2.190 -0.240
C -1.837 0.030 -2.353 -0.487
Cl -2.799 -0.051 -0.880 0.573
H 2.320 1.182 1.922 0.171
H 1.213 0.990 3.210 0.078
H -0.091 -0.596 2.283 0.108
H 1.300 -1.443 1.439 0.099
H 0.796 -1.359 -1.052 0.130
H 0.085 -0.354 -3.108 0.117
H -2.434 0.387 -3.262 0.094